Record 1
{"formula": "C26H28B2F4N10PbS", "method": "ωB97M-V/def2-TZVPD", "e_above_lowest_kcal_mol": 8.0, "orbital_gap_ev": [7.5, 3.0], "homo_energy_ev": [-11.1, -11.1], "multiplicity": 2, "e_tot_ev": -70624.748, "charge": 1, "species": ["Pb", "C", "C", "C", "C", "N", "N", "B", "N", "C", "C", "C", "C", "N", "N", "C", "C", "C", "C", "N", "N", "C", "C", "C", "C", "N", "H", "H", "H", "H", "H", "H", "H", "H", "H", "H", "H", "H", "H", "H", "H", "H", "H", "H", "H", "H", "S", "C", "C", "C", "N", "C", "C", "C", "C", "C", "N", "C", "C", "H", "H", "H", "H", "H", "H", "H", "H", "F", "B", "F", "F", "F"], "positions_angstrom": [[0.528997, 0.570044, 0.247573], [-2.020777, 2.778964, -1.300120], [-2.494143, 1.421761, -0.888313], [-3.747919, 0.842429, -1.111224], [-3.699618, -0.391370, -0.499685], [-2.485835, -0.547153, 0.057786], [-1.749050, 0.572495, -0.185673], [-2.003211, -1.710023, 0.958798], [-1.445640, -1.166992, 2.313312], [-1.557311, -1.722600, 3.533544], [-0.736227, -1.036605, 4.403223], [-0.115021, -0.055369, 3.620390], [0.880086, 0.988242, 4.032485], [-0.548776, -0.144005, 2.364365], [-0.792191, -2.466418, 0.295307], [-0.629408, -3.768414, 0.009722], [0.721197, -4.025929, -0.117160], [1.354904, -2.805256, 0.120581], [2.826956, -2.574412, 0.271151], [0.435711, -1.854919, 0.328349], [-3.211345, -2.591421, 1.245566], [-4.248788, -2.231523, 2.049137], [-5.251019, -3.141156, 1.860867], [-4.750299, -4.044663, 0.892240], [-5.440510, -5.234670, 0.298121], [-3.531225, -3.702126, 0.519609], [-2.308633, 2.975410, -2.330359], [-0.936306, 2.879797, -1.236175], [-2.483642, 3.538633, -0.666375], [-4.577541, 1.277230, -1.648258], [-4.454653, -1.163936, -0.440518], [-2.205112, -2.569673, 3.709506], [-0.597934, -1.218913, 5.458939], [0.928343, 1.054010, 5.117091], [0.602190, 1.968920, 3.641174], [1.883873, 0.748238, 3.668213], [-1.484550, -4.420041, -0.052060], [1.192871, -4.979521, -0.306302], [3.363942, -2.783721, -0.657443], [3.216243, -3.249258, 1.034803], [3.045272, -1.552125, 0.583154], [-4.202651, -1.346602, 2.671267], [-6.208960, -3.186810, 2.361093], [-6.256633, -5.562484, 0.937916], [-4.742346, -6.059806, 0.161291], [-5.859611, -4.991732, -0.678810], [4.268081, -1.497170, -5.692122], [3.553155, -1.152090, -4.110775], [4.187308, -0.331978, -3.191319], [3.448220, 0.027920, -2.078116], [2.198153, -0.374502, -1.877149], [1.635474, -1.204095, -2.752881], [2.282507, -1.646249, -3.893934], [3.653938, -0.110459, -6.600599], [4.122922, 1.161939, -6.294906], [3.569639, 2.214449, -7.011835], [2.625576, 2.044637, -7.939170], [2.187118, 0.814324, -8.201946], [2.683029, -0.319792, -7.567658], [5.193506, 0.042889, -3.333484], [3.867009, 0.713215, -1.348155], [0.610394, -1.499010, -2.564192], [1.770482, -2.283468, -4.608037], [4.886153, 1.336827, -5.545695], [3.893920, 3.231731, -6.824166], [1.412991, 0.722073, -8.954665], [2.306538, -1.306806, -7.811215], [-0.134261, 0.986657, -2.420864], [0.418480, 1.967271, -3.383720], [1.461632, 1.348929, -4.139871], [0.956198, 3.022312, -2.614241], [-0.606545, 2.378745, -4.227639]], "forces_ev_per_angstrom": [[-0.1978, 0.0986, 0.0453], [-0.0393, -0.0794, 0.2229], [-0.1167, 0.1877, -0.1573], [-0.0877, 0.0362, -0.0320], [-0.0467, 0.0093, -0.0980], [0.0079, 0.1610, 0.0690], [0.2084, -0.3649, 0.1290], [-0.0259, -0.1356, 0.0198], [-0.0004, 0.1218, -0.0490], [0.0774, -0.0359, 0.0373], [0.0763, -0.0206, 0.1184], [-0.0454, 0.0593, 0.0474], [-0.0429, -0.1109, -0.1463], [-0.1713, -0.0793, -0.0108], [0.0036, 0.0442, -0.1562], [0.0727, 0.0612, 0.0846], [0.0582, -0.1003, -0.0021], [-0.0030, 0.0294, -0.0024], [-0.1059, 0.1123, -0.1388], [-0.2235, -0.1770, 0.0285], [0.2604, 0.0653, -0.0142], [0.0598, 0.0147, -0.0866], [-0.2654, -0.1971, 0.0633], [-0.1203, -0.0115, 0.0384], [0.1036, 0.1094, 0.0045], [0.1054, 0.2566, 0.0956], [0.0626, -0.0010, -0.0365], [-0.1813, 0.0272, 0.0254], [-0.0011, -0.0238, -0.0138], [0.1062, -0.0629, 0.0687], [0.1592, 0.0776, 0.0705], [0.0743, 0.1349, -0.0614], [-0.0461, 0.0369, -0.1418], [0.0078, 0.0166, -0.0111], [0.0059, -0.0403, 0.0414], [-0.0650, 0.0011, 0.0411], [-0.0269, 0.0694, 0.0345], [-0.0832, 0.1198, 0.0357], [-0.0178, 0.0450, 0.0503], [-0.0097, 0.0374, -0.0195], [-0.0095, -0.0397, -0.0444], [0.0123, -0.1648, -0.0857], [0.1513, 0.0636, -0.0943], [0.0002, -0.0370, 0.0257], [-0.0153, 0.0160, 0.0329], [-0.0148, 0.0214, -0.0078], [-0.5413, 0.1094, -0.4458], [0.5116, 0.2646, 0.2011], [0.0427, -0.0006, -0.1181], [-0.2212, 0.1550, 0.0204], [0.1636, -0.3751, -0.0099], [0.0025, 0.1626, 0.2176], [-0.2240, -0.0090, -0.2709], [0.4010, -0.3865, 0.5128], [-0.1919, 0.3464, 0.1041], [-0.0492, -0.1651, -0.0533], [0.0422, -0.1057, 0.0508], [0.1298, 0.0993, 0.1673], [-0.0742, -0.0916, -0.4478], [-0.0836, -0.0369, -0.0046], [-0.0031, -0.0881, 0.0185], [0.0318, -0.0279, 0.0511], [0.0682, 0.0608, 0.1146], [-0.1316, -0.0026, -0.0524], [-0.0269, -0.0484, -0.0414], [0.0086, 0.0199, 0.0423], [0.0639, 0.0902, 0.0074], [0.5810, 0.2487, -0.6130], [-0.0500, 0.1120, 0.0361], [-0.3645, 0.0485, 0.3577], [-0.1684, -0.5503, -0.2824], [0.4319, -0.1815, 0.4174]]}

Record 2
{"formula": "C26H28BBrN4OPdS3", "method": "ωB97M-V/def2-TZVPD", "e_above_lowest_kcal_mol": 1.6, "orbital_gap_ev": 6.1, "homo_energy_ev": -13.7, "multiplicity": 1, "e_tot_ev": -142116.776, "charge": 2, "species": ["Pd", "Br", "C", "C", "C", "C", "C", "C", "C", "C", "C", "C", "H", "H", "H", "H", "H", "H", "C", "N", "C", "C", "N", "B", "N", "C", "C", "N", "C", "C", "S", "C", "S", "H", "H", "H", "H", "H", "H", "H", "H", "H", "H", "H", "H", "C", "C", "C", "C", "C", "C", "C", "S", "C", "O", "H", "H", "H", "H", "H", "H", "H", "H", "H", "H"], "positions_angstrom": [[0.276355, 0.303305, 0.634897], [-0.433362, -1.352982, 2.431911], [-2.254283, -0.798660, 2.341959], [-3.153247, -1.418520, 3.152764], [-4.501077, -1.003999, 3.111985], [-4.873235, 0.011929, 2.282575], [-3.934421, 0.665788, 1.446532], [-4.328467, 1.748624, 0.627062], [-3.416116, 2.411448, -0.134073], [-2.058079, 2.015759, -0.130276], [-1.660580, 0.949012, 0.614167], [-2.571816, 0.248812, 1.455057], [-2.843103, -2.207167, 3.824766], [-5.223845, -1.487710, 3.753681], [-5.902297, 0.351194, 2.259861], [-5.366338, 2.055069, 0.635887], [-3.710528, 3.256918, -0.740585], [-1.369625, 2.598633, -0.723151], [2.107277, 4.606301, 2.920441], [2.805067, 3.502512, 2.267017], [4.160816, 3.458139, 2.010880], [4.411137, 2.262666, 1.437749], [3.219712, 1.565131, 1.355254], [3.096941, 0.158173, 0.721366], [3.166483, 0.234319, -0.830134], [4.112981, -0.362044, -1.630373], [3.784954, -0.113811, -2.921127], [2.609921, 0.608272, -2.903749], [1.911421, 1.107351, -4.084679], [2.262082, 0.810647, -1.624249], [0.870389, 1.699443, -1.085645], [2.260018, 2.342959, 1.870744], [0.576071, 1.988041, 2.139273], [2.630010, 5.529588, 2.688509], [2.086522, 4.457535, 3.998299], [1.091229, 4.663014, 2.537290], [4.812738, 4.274915, 2.264999], [5.336175, 1.841225, 1.086586], [3.954910, -0.572715, 1.111482], [2.013396, -0.339980, 1.075125], [4.937328, -0.912449, -1.212852], [4.276044, -0.376754, -3.841407], [1.933400, 0.341172, -4.855233], [2.393336, 2.010475, -4.453015], [0.880370, 1.324965, -3.817810], [-6.442837, -2.205975, -0.634518], [-4.985475, -1.965033, -0.894462], [-4.012272, -2.808493, -0.349462], [-2.672746, -2.636397, -0.640728], [-2.294983, -1.597225, -1.486016], [-3.238354, -0.719020, -2.009382], [-4.578620, -0.912384, -1.713709], [-0.622768, -1.345583, -1.976066], [-0.152651, -2.936267, -2.632676], [0.214825, -1.307463, -0.693724], [-6.595397, -2.846133, 0.233043], [-6.899206, -2.698404, -1.495155], [-6.976192, -1.268390, -0.479184], [-4.317008, -3.623528, 0.295436], [-1.935133, -3.306755, -0.218148], [-2.929105, 0.092126, -2.657940], [-5.321044, -0.246277, -2.136331], [-0.282039, -3.693409, -1.863545], [0.891434, -2.872795, -2.931551], [-0.784098, -3.141276, -3.496081]], "forces_ev_per_angstrom": [[0.2502, 0.0987, 0.1524], [0.0244, 0.0046, 0.0038], [-0.0303, -0.0475, 0.0116], [-0.0351, 0.0214, -0.0126], [0.0560, -0.0185, -0.0195], [-0.0191, -0.0083, -0.0463], [0.0353, -0.0322, 0.0188], [0.0269, 0.0121, -0.0345], [0.0114, -0.0062, 0.0167], [-0.0096, 0.0226, 0.0244], [0.0095, -0.0709, -0.0470], [-0.0417, 0.0645, 0.0052], [-0.0021, -0.0039, -0.0003], [-0.0013, -0.0042, 0.0092], [0.0351, -0.0139, -0.0040], [-0.0144, 0.0048, 0.0013], [-0.0014, 0.0086, -0.0051], [-0.0070, -0.0082, -0.0145], [-0.0020, -0.0091, -0.0004], [0.0135, -0.0229, -0.0012], [0.0096, -0.0142, -0.0126], [0.0264, 0.0170, 0.0286], [-0.0456, 0.0102, -0.0488], [0.0289, 0.1581, -0.0091], [-0.0620, -0.0351, -0.0119], [0.0152, 0.0264, -0.0211], [0.0186, -0.0210, 0.0084], [-0.0003, 0.0126, 0.0169], [-0.0044, 0.0029, -0.0020], [0.0156, -0.0074, 0.0282], [0.0323, 0.0601, 0.0410], [0.0034, -0.0173, 0.0546], [-0.0089, 0.0363, -0.0869], [0.0017, 0.0000, 0.0048], [-0.0050, -0.0061, -0.0010], [-0.0007, 0.0098, -0.0061], [-0.0015, 0.0021, -0.0048], [-0.0020, -0.0007, -0.0023], [-0.0241, -0.0189, 0.0129], [-0.1146, -0.0827, -0.0158], [-0.0028, -0.0051, -0.0016], [-0.0021, -0.0021, 0.0000], [0.0108, 0.0065, -0.0040], [-0.0049, 0.0057, 0.0036], [-0.0056, -0.0093, -0.0004], [0.0001, 0.0094, 0.0429], [0.0514, 0.0180, -0.0062], [-0.0339, 0.0283, 0.0074], [0.0246, 0.0192, -0.0251], [-0.0670, -0.1159, -0.1565], [-0.0313, -0.1125, -0.0521], [0.0600, -0.0253, 0.0253], [-0.3876, 0.1854, -0.4778], [-0.1266, 0.0072, 0.0414], [0.3029, -0.1374, 0.5258], [0.0017, 0.0179, -0.0071], [-0.0024, -0.0042, -0.0036], [-0.0083, 0.0026, 0.0045], [-0.0007, 0.0093, 0.0033], [0.0408, -0.0127, 0.0077], [-0.0036, -0.0048, 0.0096], [0.0119, 0.0036, 0.0131], [-0.0145, -0.0399, 0.0126], [0.0089, 0.0394, 0.0055], [-0.0027, -0.0069, 0.0006]]}